1.
# C32H108N8O18

A cluster of 18 separate species, C32H108N8O18 in total (ωB97M-V/def2-TZVPD, OMol25).

**Energy relative to the best compared isomer or geometry (same formula, charge and spin)**: 169.9 kJ/mol
**F_max**: 2.5 eV/Å
**Charge**: 0
**Total energy**: -3076.2021 a.u.
**Multiplicity**: 1
**HOMO energy**: -0.32198 Eh

Structure (XYZ):
```
166
C32H108N8O18 (ωB97M-V/def2-TZVPD)
O 5.7956 -2.9149 0.8579
O 0.2704 -4.6543 2.5094
O 4.4220 3.9297 1.5336
O 1.5779 4.8129 -3.3239
O -1.0887 -5.1301 -1.3508
O -4.9791 1.5110 0.3109
O -4.1924 -2.2620 5.5208
O -1.3066 -1.2883 -3.5856
O 0.8300 0.3825 -6.7683
O 1.8099 4.6472 2.4321
O 1.4860 -2.1875 -4.5959
O 5.1507 0.1962 -4.4033
O 5.5714 -0.8459 -1.0362
O 4.2604 -2.3310 -3.4022
O 2.6962 0.2033 4.9133
O 1.5150 -0.3955 1.9492
O 3.3353 2.6473 -4.5726
O -4.0494 5.1081 5.5812
N -0.9281 -1.0961 -9.6710
N -1.2629 4.3804 5.9099
N -2.9348 -1.5611 0.7887
N -1.8335 -0.5142 7.6900
N 0.9032 -3.4650 -2.0201
N 3.2918 1.8872 -0.3253
N 2.7056 -2.8579 0.4389
N -0.9910 4.5446 -4.4256
C 3.0588 -3.6405 2.7147
C 0.1292 -0.4676 -8.8583
C 1.1859 0.2962 -9.6766
C 1.6948 0.1069 -0.8691
C -5.2783 -3.2043 5.6142
C -2.6099 -0.8853 6.5002
C -0.6309 -4.2469 3.4792
C -4.7511 2.5734 -0.5304
C 2.4563 0.5528 1.4852
C 0.2935 0.1818 2.2896
C 1.0964 -4.9373 -2.2365
C 0.7822 -3.6082 1.7212
C 2.2402 -3.8196 1.4569
C 2.7315 5.5860 -3.0881
C -3.5182 -2.0772 6.7310
C -1.8359 -5.4792 -0.2384
C -1.7201 -1.1988 5.2960
C 2.5572 -5.3552 -2.1471
C -4.0919 -0.6538 1.0492
C -0.7963 4.5002 -2.9622
C -1.5518 2.7757 4.1176
C 0.1835 -5.7350 -1.3048
C -2.0887 4.0581 4.7276
C -5.2545 4.9579 6.2025
C -3.5275 3.9119 5.0957
C -0.8199 3.0580 -2.4961
C 0.6096 1.3117 -5.7251
C -0.3043 0.2841 -7.6378
C -4.0631 -0.3009 2.5136
C 2.0937 1.1512 0.1539
C -3.9838 0.5413 0.1307
C 0.4686 5.2355 -2.5149
H 2.4658 -4.8355 1.1235
H 2.1746 0.4204 -9.2359
H 1.4186 -1.4576 -5.2478
H -1.5692 -4.8829 0.6398
H 3.3534 -2.1240 -3.1149
H -3.1942 -0.0139 6.1913
H -5.7041 5.9210 6.4118
H 0.5931 -5.6373 -0.2906
H -0.0117 2.5424 -3.0177
H 3.3252 5.0958 -2.3016
H -0.8234 -5.1002 4.1300
H -1.7593 -6.5410 0.0534
H -2.9246 -5.3920 -0.3550
H 2.3972 -1.9427 0.8132
H -0.4869 2.8460 3.8715
H 5.1565 4.1183 2.1408
H -1.4832 5.3549 6.1543
H 4.0364 -4.1281 2.6795
H -3.0059 1.0315 0.3202
H -1.3382 -0.3979 -10.3084
H -0.5634 -0.4773 2.4388
H 2.2603 -3.0090 -0.4785
H 4.7459 -0.4293 -0.7734
H 1.4582 1.2632 -5.0367
H -5.9971 -2.8814 6.3684
H 0.3350 0.7654 3.2252
H -1.0526 -2.0628 5.3859
H -1.0795 0.1091 7.4072
H 1.2611 1.8678 0.2244
H 6.0035 -0.1749 -1.5836
H 0.8278 1.3408 -9.8060
H -2.9710 -1.8548 -0.1902
H 3.3884 -0.0014 1.4347
H 1.9655 -0.1359 4.3743
H -1.9989 2.5112 3.1503
H 0.1113 -6.7643 -1.6543
H -1.5828 -3.8897 3.0598
H 1.0282 -3.0237 -2.9543
H -3.8031 3.0547 -0.2502
H -4.1120 3.5819 4.2126
H 0.6988 -5.2392 -3.2296
H -2.0917 -0.9890 0.8833
H -4.7275 2.3174 -1.5919
H 0.6685 -1.3368 -8.4446
H -4.0567 -1.2072 3.1125
H -4.2169 -1.8113 7.5431
H 0.5569 2.3363 -6.0955
H -1.0901 -0.3165 -7.1561
H 3.3810 5.5599 -3.9664
H 4.8128 -2.9449 0.7436
H 1.5118 0.5292 -1.8560
H 3.2876 -0.5540 5.0269
H 2.4947 6.6095 -2.8112
H 2.8771 -5.3313 -1.1047
H -0.9010 5.5324 -4.7004
H -4.8617 -4.2205 5.6589
H 2.5558 -0.5632 -0.9576
H -5.5442 3.2934 -0.3460
H -1.9664 4.7940 3.9137
H 0.2604 6.3104 -2.6392
H -1.0281 -0.3529 5.1186
H 4.6093 -0.6053 -4.2001
H -0.4125 -0.9942 -3.7992
H -3.2765 0.3962 2.8231
H -0.4187 -1.6529 -10.3616
H 2.7381 4.3227 2.3284
H 2.1376 -2.7973 -4.9862
H 2.6084 -4.1544 3.5784
H 2.8479 3.4576 -4.2948
H 3.1195 2.3331 -1.2278
H 3.3898 2.6764 0.3343
H -1.7571 2.5570 -2.7257
H 2.7044 -6.3640 -2.5564
H -0.2566 1.0467 -5.1075
H 1.2770 -0.0201 -10.7167
H 4.5247 0.9329 -4.5153
H -5.2073 4.4046 7.1592
H -1.6580 1.9303 4.8055
H -2.9368 -2.9533 7.0604
H -5.9650 4.3385 5.6261
H 4.7042 -2.6517 -2.5955
H -2.2090 -1.2468 4.3167
H -5.7813 -3.2028 4.6393
H -0.6755 3.0348 -1.4163
H 2.5444 1.3427 2.2418
H -4.9980 -1.2248 0.8357
H -1.3322 -1.3720 7.9573
H -4.9745 0.2478 2.7906
H -0.6866 1.2780 -7.9073
H 4.6035 4.4765 0.7529
H -0.1567 4.1386 -4.8545
H -0.2937 4.4747 5.5927
H -0.2481 -3.4444 4.1288
H 0.0192 0.8836 1.4910
H -0.1298 -3.4184 -1.9605
H 3.1747 -4.7627 -2.8230
H -1.7005 -1.5061 -4.4415
H -1.6577 5.0090 -2.5173
H -3.6716 3.0572 5.7821
H 4.1388 2.9840 -5.0021
H 0.1846 -3.4805 0.8000
H -3.9441 0.2004 -0.9168
H 0.5764 -2.6268 2.1830
H 6.0939 -2.1641 0.2913
H 3.2193 -2.6000 3.0095
H 1.2540 3.9094 2.1450
H 0.7270 5.0431 -1.4619
H 0.8748 -0.5345 -0.5469
```


2.
# C32H112N8O20

A cluster of 20 separate species, C32H112N8O20 in total (ωB97M-V/def2-TZVPD, OMol25).

**Energy relative to the best compared isomer or geometry (same formula, charge and spin)**: 209.3 kJ/mol
**F_max**: 3.9 eV/Å
**Charge**: 0
**Total energy**: -3229.0123 a.u.
**Multiplicity**: 1
**HOMO energy**: -0.30966 Eh

Structure (XYZ):
```
172
C32H112N8O20 (ωB97M-V/def2-TZVPD)
O -2.3486 1.7826 6.1925
O 2.5481 4.0413 -2.2320
O -2.4714 -5.5629 -1.5908
O -5.1009 -0.4472 -0.5748
O -3.0664 2.4483 1.3408
O 2.0610 -3.9992 1.5346
O 5.1156 1.1710 -0.9768
O -4.1393 -2.8217 -2.6452
O 1.1198 0.9908 4.9798
O 3.2397 -2.6071 -3.9616
O -1.2408 -6.2193 0.9233
O -0.1971 4.6684 -1.1835
O 0.8346 1.6707 -5.6709
O 5.5132 6.2157 1.0367
O -2.2849 -3.7050 2.0950
O -3.8697 1.9567 -1.2994
O 0.6742 0.0873 -0.0686
O -6.8302 -2.9966 -0.8093
O -0.2578 3.5714 1.8099
O -0.3998 -4.6892 -2.8200
N -1.8248 0.1926 -6.2988
N 6.2145 2.8334 -4.1318
N -2.5087 0.7941 3.6407
N 1.9680 -3.8781 -1.3571
N 2.1947 -1.0268 1.9842
N -4.2658 -4.2469 -0.0194
N 4.4144 3.7947 -0.1412
N -2.6919 -1.1757 0.9387
C 1.0577 2.3392 5.3179
C -5.8397 -3.7895 1.8665
C -8.0644 -2.5888 -1.3550
C 2.9082 -2.2163 -5.3339
C -5.5552 -4.6198 0.6000
C 6.2719 7.1359 1.8125
C -2.2743 1.9746 7.5221
C -1.9711 -0.3563 -3.9412
C 3.4955 3.2223 2.0024
C 4.2441 1.5339 -3.8319
C 1.1932 1.2411 -0.5414
C 2.3799 -2.5542 -1.5183
C -1.2868 -1.2277 0.5102
C -3.6685 1.3747 4.1891
C -1.1864 -2.3045 -0.5526
C -1.3466 0.6164 -4.9733
C -6.6715 -4.3736 -0.4047
C -4.8799 0.7234 3.6185
C 2.2299 -2.1513 -3.0291
C 0.2299 0.5804 -4.9526
C 3.7951 -2.4428 -0.9652
C 1.6772 -0.8085 3.3794
C -0.7536 0.1406 0.0354
C 2.6648 -1.4437 4.2789
C 0.4050 2.9624 -5.1935
C 5.1003 5.0836 1.7803
C 1.5073 0.6992 3.6417
C 6.0101 1.4502 -2.0699
C 5.7504 0.6248 0.1201
C -3.6252 1.3925 5.7445
C 3.9193 4.3813 1.1534
C 5.3350 2.3502 -3.0738
H -1.1567 0.9255 0.6753
H 2.2680 1.0893 -0.6412
H -1.6987 -1.4002 -3.7856
H -8.8010 -2.6277 -0.5525
H 7.0595 6.5799 2.3211
H 0.5695 -0.4048 -5.2725
H -1.8767 1.2080 4.3110
H 3.6949 -2.6215 -5.9704
H -1.7607 0.0771 -2.9634
H -3.6609 2.2261 -0.4049
H 6.5343 1.2201 0.5884
H -0.1692 -2.4403 -0.9199
H -5.7396 -2.7206 1.6777
H 5.5143 7.5603 2.4713
H 2.7665 -2.5178 4.1240
H 5.9330 4.3877 1.8828
H -2.9433 -5.7815 -2.3943
H 2.6988 -4.4896 -1.6920
H -3.7011 2.4096 3.8485
H 1.7895 -1.8572 -0.9236
H 2.4413 1.1522 3.3092
H -5.7188 1.1718 4.1508
H -4.9358 -0.3445 3.8294
H -0.6017 3.2488 -5.4977
H -4.4662 1.9660 6.1343
H 6.1586 -0.3268 -0.2205
H -5.3377 -1.3541 -0.7692
H 2.3567 -1.2616 5.3085
H -4.9948 0.8289 2.5397
H -1.4197 -5.4389 1.4479
H -3.0403 -0.3347 -4.1523
H 2.2960 -4.1011 0.6123
H -1.7276 -2.0406 -1.4612
H -6.4901 -4.8996 -1.3419
H 0.1276 4.3024 -0.3608
H 1.3098 -2.5217 -3.4811
H -0.1271 -5.3913 -3.4106
H 1.9218 -2.5653 -5.6392
H -0.7114 -1.5285 1.3857
H -4.5159 -3.4539 -2.0330
H -4.1319 1.0396 -1.2187
H 3.6888 1.9600 -4.6675
H 2.6400 2.6525 1.6395
H 0.7209 1.0376 2.9670
H -1.6896 1.6291 -4.7614
H 1.1861 -3.6113 1.5179
H -3.7677 0.4150 6.2051
H 1.1271 -3.9202 -1.9149
H -3.3192 -0.8675 0.2096
H -0.6310 2.7757 1.4306
H 5.2455 4.3035 -0.4064
H 6.8319 2.0805 -4.4002
H 1.5585 -0.7769 1.2406
H -0.9342 3.8933 2.4058
H -6.8023 -3.8814 2.3694
H -2.9479 1.7098 1.9381
H -1.1750 0.3948 -0.9371
H 0.5088 2.9033 -4.1101
H 3.6366 -0.9633 4.1653
H -5.5035 -5.6564 0.9332
H 0.9820 1.9979 0.2141
H -2.8220 -0.3896 1.5594
H -7.6100 -4.8041 -0.0555
H 5.7225 2.9571 -5.0052
H 0.2360 2.7484 4.7300
H -1.5529 -5.9958 0.0465
H 3.5495 1.2728 -3.0336
H 0.7522 -1.3794 3.4596
H 6.4265 0.5717 -2.5627
H 4.2327 2.4321 2.1450
H 1.0196 3.7792 -5.5720
H -1.9783 -3.4550 2.9667
H -3.6247 -4.2297 0.7608
H -2.6208 1.1712 8.1722
H -1.2854 -4.9328 -2.5504
H 6.7317 7.9183 1.2086
H 0.7247 2.4204 6.3527
H 3.0706 3.7676 -1.4781
H 2.2066 -1.0651 -3.1176
H 6.9037 1.9576 -1.7067
H 4.8868 5.2820 2.8306
H 4.9834 0.2869 0.8170
H -0.1711 5.6161 -1.0513
H 4.7982 3.2288 -2.7157
H -3.3996 -3.2825 -3.0412
H -2.7523 -0.1522 -6.0966
H 3.1606 3.6361 2.9535
H 2.0759 2.7261 5.2771
H 2.3162 -2.0141 1.8094
H 2.8617 -1.1283 -5.3802
H 4.5733 -3.0705 -1.3993
H 0.8326 1.5601 -1.5193
H -2.1647 -2.9181 1.5635
H -1.3126 -0.6502 -6.5169
H 1.6651 4.1593 -1.8818
H 3.7812 -2.4867 0.1238
H 3.0308 4.9832 0.9629
H -2.3271 -0.1260 4.0158
H 4.6365 2.8106 -0.0925
H -3.0669 -4.9865 -1.1119
H -3.1079 3.2150 1.9123
H -1.2413 2.1949 7.7913
H -8.3571 -3.2952 -2.1318
H -1.7197 -3.1957 -0.2219
H 4.6326 0.6103 -4.2610
H 0.6370 0.7230 -3.9516
H -5.9166 -0.0448 -0.2767
H -7.9421 -1.5580 -1.6877
H -2.8134 2.9068 7.6910
H -4.2652 -3.2637 -0.2508
H 4.1710 -1.4488 -1.2077
H -5.0873 -3.9003 2.6473
```